Entry 1:
{"formula": "C20H28N4O5S", "method": "ωB97M-V/def2-TZVPD", "smiles": "C[C@@H]1CCCC[C@@H]1NC(=O)CN(C)S(=O)(=O)c1ccc2c(c1)c(=O)n(C)c(=O)n2C", "gap_ev": 9.08, "spin_multiplicity": 1, "symbols": ["C", "C", "C", "C", "C", "C", "C", "N", "C", "O", "C", "N", "C", "S", "O", "O", "C", "C", "C", "C", "C", "C", "C", "O", "N", "C", "C", "O", "N", "C", "H", "H", "H", "H", "H", "H", "H", "H", "H", "H", "H", "H", "H", "H", "H", "H", "H", "H", "H", "H", "H", "H", "H", "H", "H", "H", "H", "H"], "positions_angstrom": [[-3.704, -0.127, 2.183], [-2.847, -1.117, 1.398], [-1.386, -1.059, 1.850], [-0.537, -2.072, 1.089], [-0.624, -1.814, -0.412], [-2.072, -1.885, -0.880], [-2.954, -0.890, -0.115], [-2.619, 0.482, -0.454], [-3.061, 1.067, -1.574], [-3.634, 0.484, -2.473], [-2.814, 2.584, -1.620], [-1.402, 2.919, -1.713], [-1.034, 3.848, -2.761], [-0.555, 3.067, -0.282], [0.141, 4.318, -0.231], [-1.422, 2.723, 0.815], [0.678, 1.771, -0.408], [1.104, 1.288, -1.637], [2.063, 0.298, -1.703], [2.610, -0.239, -0.530], [2.177, 0.266, 0.706], [1.218, 1.275, 0.756], [2.712, -0.277, 1.957], [2.387, 0.094, 3.062], [3.645, -1.288, 1.793], [4.197, -1.853, 3.014], [4.087, -1.800, 0.590], [4.907, -2.689, 0.535], [3.544, -1.245, -0.556], [4.000, -1.790, -1.820], [-3.309, 0.883, 2.103], [-3.718, -0.399, 3.236], [-4.727, -0.130, 1.813], [-3.224, -2.128, 1.590], [-0.988, -0.056, 1.687], [-1.331, -1.263, 2.921], [0.502, -2.007, 1.423], [-0.893, -3.082, 1.304], [-0.024, -2.549, -0.955], [-0.229, -0.822, -0.633], [-2.141, -1.662, -1.945], [-2.464, -2.891, -0.717], [-3.993, -1.049, -0.439], [-2.194, 1.067, 0.255], [-3.247, 3.033, -0.719], [-3.329, 2.974, -2.498], [-1.122, 3.354, -3.730], [-0.006, 4.155, -2.591], [-1.664, 4.743, -2.753], [0.666, 1.678, -2.540], [2.374, -0.064, -2.668], [0.901, 1.651, 1.717], [4.679, -1.064, 3.591], [3.391, -2.276, 3.613], [4.915, -2.622, 2.743], [4.724, -2.571, -1.595], [4.481, -1.016, -2.419], [3.165, -2.223, -2.372]], "lowdin_charge": [-0.050, -0.323, -0.155, -0.178, -0.186, -0.130, -0.275, 0.122, -0.467, 0.068, -0.095, -0.284, -0.095, 0.689, -0.262, -0.289, -0.253, -0.036, 0.008, -0.139, -0.053, 0.013, -0.391, 0.108, 0.036, 0.005, -0.428, 0.084, 0.006, -0.010, 0.071, 0.080, 0.082, 0.148, 0.100, 0.123, 0.095, 0.118, 0.113, 0.083, 0.112, 0.121, 0.153, 0.079, 0.127, 0.133, 0.098, 0.080, 0.099, 0.113, 0.108, 0.136, 0.102, 0.102, 0.089, 0.091, 0.102, 0.101]}

Entry 2:
{"formula": "C20H28NO2PTc", "method": "ωB97M-V/def2-TZVPD", "total_charge": 2, "gap_ev": [6.20, 5.45], "spin_multiplicity": 4, "symbols": ["C", "C", "C", "C", "C", "C", "C", "C", "N", "Tc", "C", "P", "H", "H", "H", "H", "H", "H", "H", "H", "C", "C", "H", "C", "C", "H", "H", "H", "H", "H", "H", "H", "H", "H", "H", "H", "H", "H", "H", "O", "C", "O", "C", "C", "C", "C", "C", "C", "H", "H", "H", "H", "H"], "positions_angstrom": [[3.441, 2.750, 0.117], [2.080, 2.876, -0.160], [1.190, 1.790, -0.034], [1.695, 0.565, 0.466], [3.089, 0.422, 0.581], [3.955, 1.506, 0.463], [-0.257, 2.072, -0.298], [-0.761, 2.360, -1.762], [-0.292, 1.589, -2.878], [0.544, -1.197, 1.191], [3.674, -0.940, 0.800], [2.317, -2.134, 0.366], [1.662, 3.843, -0.462], [5.019, 1.346, 0.646], [4.092, 3.617, 0.040], [3.969, -1.106, 1.851], [4.545, -1.134, 0.155], [-0.892, 1.282, 0.116], [-0.508, 2.995, 0.249], [-1.854, 2.202, -1.747], [2.995, -3.739, 0.799], [2.353, -2.079, -1.446], [-0.599, 3.430, -1.981], [1.049, 1.703, -3.366], [-1.134, 0.544, -3.403], [0.312, -2.984, 1.622], [1.076, 2.258, -4.321], [1.689, 2.213, -2.632], [1.431, 0.691, -3.574], [-1.838, 0.936, -4.159], [-0.506, -0.214, -3.891], [-1.720, 0.084, -2.590], [3.224, -2.619, -1.831], [1.435, -2.549, -1.805], [2.373, -1.046, -1.805], [4.089, -3.719, 0.770], [2.651, -3.998, 1.805], [2.608, -4.470, 0.083], [0.004, -2.918, 0.861], [-1.054, -0.913, 2.541], [-1.958, -0.822, 1.618], [-1.558, -0.980, 0.411], [-3.357, -0.543, 1.967], [-4.349, -0.444, 0.984], [-5.675, -0.290, 1.391], [-5.994, -0.202, 2.754], [-4.979, -0.253, 3.717], [-3.653, -0.401, 3.317], [-4.070, -0.489, -0.072], [-6.476, -0.234, 0.648], [-7.037, -0.079, 3.071], [-5.210, -0.170, 4.781], [-2.834, -0.410, 4.038]], "lowdin_charge": [-0.026, -0.044, -0.259, -0.137, -0.337, -0.018, -0.095, -0.102, -0.096, 1.154, -0.259, 0.683, 0.132, 0.134, 0.126, 0.115, 0.117, 0.088, 0.142, 0.142, -0.216, -0.213, 0.157, 0.020, 0.019, 0.087, 0.143, 0.101, 0.110, 0.140, 0.111, 0.117, 0.072, 0.053, 0.039, 0.075, 0.057, 0.068, 0.084, -0.130, -0.544, -0.114, -0.165, -0.010, -0.050, -0.035, -0.038, -0.004, 0.117, 0.118, 0.125, 0.122, 0.128]}

Entry 3:
{"formula": "C20H28NO2RuS", "method": "ωB97M-V/def2-TZVPD", "gap_ev": [7.27, 6.19], "spin_multiplicity": 6, "symbols": ["O", "C", "C", "H", "H", "C", "H", "H", "C", "H", "H", "H", "C", "H", "H", "H", "Ru", "C", "C", "C", "H", "C", "C", "H", "H", "H", "H", "C", "C", "C", "H", "C", "C", "H", "H", "H", "H", "O", "C", "C", "H", "H", "C", "H", "H", "C", "H", "H", "H", "H", "S", "C", "N"], "positions_angstrom": [[-0.231, 0.009, -5.839], [-0.389, 1.191, -6.741], [0.070, 0.452, -7.982], [0.243, 2.056, -6.462], [-1.449, 1.484, -6.790], [0.063, -0.770, -7.044], [1.090, 0.692, -8.311], [-0.678, 0.467, -8.779], [1.413, -1.450, -7.007], [2.160, -0.795, -6.553], [1.724, -1.686, -8.032], [1.338, -2.385, -6.440], [-1.064, -1.740, -7.354], [-2.032, -1.231, -7.321], [-1.052, -2.539, -6.606], [-0.942, -2.193, -8.350], [-0.514, -0.563, -1.290], [-2.182, -0.951, 0.326], [-2.383, 0.460, 0.410], [-2.617, 0.972, -0.887], [-2.414, 1.019, 1.343], [-2.596, -0.121, -1.831], [-2.388, -1.347, -1.066], [-2.489, -2.351, -1.465], [-1.963, -1.614, 1.172], [-2.854, 2.005, -1.137], [-2.883, -0.080, -2.881], [0.893, -2.136, 0.557], [-0.107, -2.667, -0.309], [0.274, -2.395, -1.685], [-0.949, -3.280, 0.016], [1.476, -1.566, -1.621], [1.890, -1.523, -0.233], [2.853, -1.168, 0.115], [0.876, -2.186, 1.646], [-0.190, -2.778, -2.586], [2.071, -1.268, -2.476], [2.211, 1.692, -4.887], [1.374, 0.954, -3.974], [0.122, 1.802, -3.716], [1.939, 0.787, -3.026], [1.160, -0.013, -4.426], [0.648, 3.249, -3.865], [-0.349, 1.582, -2.755], [-0.628, 1.574, -4.482], [2.004, 3.102, -4.536], [0.806, 3.686, -2.869], [-0.053, 3.897, -4.388], [2.774, 3.403, -3.790], [2.158, 3.723, -5.437], [0.671, 1.185, -0.164], [0.567, 0.802, 1.467], [0.530, 0.554, 2.624]], "lowdin_charge": [-0.150, -0.139, -0.075, 0.115, 0.126, -0.576, 0.122, 0.117, -0.018, 0.089, 0.096, 0.085, -0.022, 0.089, 0.083, 0.095, 1.152, -0.167, -0.148, -0.142, 0.112, -0.209, -0.304, 0.107, 0.113, 0.110, 0.105, -0.109, -0.205, -0.297, 0.110, -0.223, -0.156, 0.110, 0.113, 0.108, 0.087, -0.148, -0.231, -0.172, 0.099, 0.094, -0.152, 0.036, 0.084, -0.182, 0.108, 0.107, 0.121, 0.119, 0.583, -0.826, 0.056]}

The records above give, respectively, relative energy (zero: lowest compared OMol25 entry of this formula, charge and spin) values of 6.1 0.0 1.7 kcal/mol.